Below is C2H4NP in the gas phase, with properties calculated with ωB97M-V with the def2-TZVPD basis set.

Calculated values
Energy relative to the best compared isomer or geometry (same formula, charge and spin)   144.4 kJ/mol
HOMO energy   -9.05 eV
SMILES   [H]/N=C1/CP1
Molecular weight   73.0 g mol⁻¹
Orbital gap   0.354 Ha
DFT total energy   -12915.0325 eV

Geometry as ORCA input:
```
! wB97M-V def2-TZVPD RIJCOSX def2/J DEFGRID3
* xyz 0 1
H -0.8202 -0.4202 -2.2744
N -0.4687 -1.0394 -1.4624
C -0.0410 -0.2823 -0.5451
C 0.6518 -0.2853 0.7572
P 0.2238 1.4118 0.0746
H -0.1036 -0.5168 1.6226
H 1.5368 -0.7462 1.0148
H -0.9788 1.8785 0.8128
*
```

Below is 2 unconnected molecules or ions with the total composition C5H14, with properties calculated with ωB97M-V with the def2-TZVPD basis set.

Calculated values
Energy relative to the best compared isomer or geometry (same formula, charge and spin)   128.5 kJ/mol
HOMO energy (spin up / spin down)   1.47 / -6.95 eV
Molecular weight   74.2 g mol⁻¹
Orbital gap (spin up / spin down)   0.106 / 0.411 Ha
DFT total energy   -5409.1774 eV

Geometry as ORCA input:
```
! wB97M-V def2-TZVPD RIJCOSX def2/J DEFGRID3
* xyz -1 2
C 0.7986 1.0402 -2.2871
C 1.3062 -0.3685 -2.4733
H 0.0575 1.2927 -3.0523
H 0.0838 1.2826 -1.4710
H 1.5788 1.7102 -1.9205
H 2.3038 -0.4776 -2.0350
H 1.3538 -0.7442 -3.4982
H 0.7593 -1.2381 -2.0479
C -1.2219 0.0672 1.8147
C -1.2913 -1.2810 1.1105
C 0.1665 0.5791 2.2534
H -1.3357 0.6960 0.9026
H -1.9434 0.2740 2.6048
H -1.3835 -1.2237 0.0264
H 0.1743 0.6203 3.3563
H 0.9267 -0.1526 1.9839
H -2.2401 -1.6531 1.5075
H -0.5050 -1.9775 1.4214
H 0.4115 1.5543 1.8039
*
```

Below is C4H5Cl3S in the gas phase, with properties calculated with ωB97M-V with the def2-TZVPD basis set.

Calculated values
Energy relative to the best compared isomer or geometry (same formula, charge and spin)   41.4 kJ/mol
HOMO energy   -9.46 eV
SMILES   S=C(CCl)[C@@H](Cl)CCl
Molecular weight   191.5 g mol⁻¹
Orbital gap   0.308 Ha
DFT total energy   -52630.8329 eV

Geometry as ORCA input:
```
! wB97M-V def2-TZVPD RIJCOSX def2/J DEFGRID3
* xyz 0 1
S -0.7916 -1.6238 1.2326
C -0.7165 -0.3353 0.2570
C -1.8410 -0.0786 -0.7332
Cl -2.2877 1.6498 -0.9927
C 0.5582 0.4714 0.3040
Cl 0.3853 1.6268 1.6021
C 1.7417 -0.3433 0.3272
Cl 3.1118 0.5744 -0.4484
H -1.5945 -0.5256 -1.7108
H -2.7814 -0.6372 -0.3385
H 0.5806 1.0908 -0.6245
H 2.0612 -0.5563 1.3480
H 1.5739 -1.3132 -0.2228
*
```

Below is H2INO2S in the gas phase, with properties calculated with ωB97M-V with the def2-TZVPD basis set.

Calculated values
Energy relative to the best compared isomer or geometry (same formula, charge and spin)   314.8 kJ/mol
HOMO energy (spin up / spin down)   -10.00 / -10.00 eV
SMILES   NS(=O)(=O)I
Molecular weight   207.0 g mol⁻¹
Orbital gap (spin up / spin down)   0.304 / 0.304 Ha
DFT total energy   -24549.3216 eV

Geometry as ORCA input:
```
! wB97M-V def2-TZVPD RIJCOSX def2/J DEFGRID3
* xyz 0 1
N -0.7861 -0.7021 0.0554
S 0.3929 0.4471 0.1658
O 0.3905 0.9786 1.4796
O 0.2939 1.6408 -1.4204
I 2.3684 -0.8764 -0.1806
H -1.4949 -0.6513 0.7700
H -1.1648 -0.8366 -0.8697
*
```

Below is a gas-phase ion, C3H8O2P (charge -1), with properties calculated with ωB97M-V with the def2-TZVPD basis set.

Calculated values
Energy relative to the best compared isomer or geometry (same formula, charge and spin)   78.7 kJ/mol
HOMO energy   -4.09 eV
SMILES   CC[P@@](C)(=O)[O-]
Molecular weight   107.1 g mol⁻¹
Orbital gap   0.310 Ha
DFT total energy   -16626.8475 eV

Geometry as ORCA input:
```
! wB97M-V def2-TZVPD RIJCOSX def2/J DEFGRID3
* xyz -1 1
C 1.1966 -1.5227 -0.1659
C 0.6720 -0.1624 0.0792
P -1.2965 -0.4508 0.0767
C -1.8414 1.4140 -0.0416
O -1.6642 -1.1575 -1.2008
O -1.6697 -0.9852 1.4092
H 0.4795 -2.1955 0.2032
H 1.5851 -1.8443 -1.1823
H 2.0692 -1.5991 0.4920
H 1.0527 0.7237 -0.4405
H 0.7009 -0.0970 1.1930
H -2.3489 1.8468 0.7470
H -0.9674 1.9526 -0.4649
H -2.6731 1.2233 -0.7932
*
```

Below is 2 unconnected molecules or ions with the total composition C6H9NO, with properties calculated with ωB97M-V with the def2-TZVPD basis set.

Calculated values
Energy relative to the best compared isomer or geometry (same formula, charge and spin)   528.5 kJ/mol
HOMO energy (spin up / spin down)   -7.00 / -7.00 eV
Molecular weight   111.1 g mol⁻¹
Orbital gap (spin up / spin down)   0.286 / 0.286 Ha
DFT total energy   -9900.1265 eV

Geometry as ORCA input:
```
! wB97M-V def2-TZVPD RIJCOSX def2/J DEFGRID3
* xyz 0 1
C -0.0447 1.4236 1.0358
C -0.3875 -1.7404 0.7604
N -1.2940 1.2118 0.4469
C 0.3963 -0.7732 -0.0662
C 0.2193 1.7469 -1.0821
C -0.8250 0.8671 -0.8636
C 1.5033 -1.0797 -0.7248
O 0.7200 2.0564 0.1293
H -1.8552 0.5026 0.8990
H 0.0859 1.7340 2.0624
H 0.8216 1.9782 -1.9405
H -1.5052 0.4814 -1.6055
H -0.2720 -1.5292 1.8290
H -0.0900 -2.7817 0.5856
H -1.4632 -1.6817 0.5462
H 1.9699 -2.0647 -0.6666
H 2.0206 -0.3513 -1.3455
*
```

F_max for the records above, in order: 0.0967 0.0625 0.0817 0.1259 0.0837 0.0118 Eh/bohr